# 1
Molecular formula: C5H4N2
Method: DFT, ωB97M-V with the def2-TZVPD basis set

Last column: natural (NBO) charge in e.
Element x y z (Å)
C1 -2.336 -0.670 -0.366  -0.17
C2 -1.238 -0.201 -0.498  -0.06
C3 0.037 0.381 -0.765  -0.13
N1 0.638 1.434 0.047  -0.52
C4 1.276 0.118 0.031  -0.17
C5 1.244 -0.730 1.202  0.25
N2 1.247 -1.395 2.148  -0.29
H1 -3.306 -1.081 -0.368  0.24
H2 0.097 0.475 -1.834  0.23
H3 0.129 1.596 0.916  0.37
H4 2.213 0.074 -0.513  0.24

Values from the calculation:
**E_LUMO**: 0.86 eV
**Multiplicity**: 1
**SMILES**: C#C[C@H]1N[C@H]1C#N
**Calculated total energy**: -8226.4011 eV
**Charge**: 0
**Energy relative to the best compared isomer or geometry (same formula, charge and spin)**: 71.3 kcal/mol
**HOMO**: -10.02 eV
**Frontier orbital gap**: 10.9 eV

---

# 2
Molecular formula: C5H4N2
Method: DFT, ωB97M-V with the def2-TZVPD basis set

Last column: natural (NBO) charge in e.
Element x y z (Å)
C1 2.320 0.071 -0.261  -0.19
C2 1.519 -0.595 0.350  -0.05
C3 0.108 -0.556 0.622  0.04
C4 -0.846 -0.987 -0.282  -0.28
C5 -1.657 0.143 -0.481  -0.07
N1 -1.312 1.157 0.309  -0.24
N2 -0.284 0.690 1.012  -0.30
H1 2.647 0.813 -0.952  0.24
H2 -0.851 -1.927 -0.814  0.24
H3 -2.401 0.295 -1.249  0.21
H4 0.316 1.325 1.519  0.41

Values from the calculation:
**E_LUMO**: 0.69 eV
**Multiplicity**: 1
**SMILES**: C#Cc1ccn[nH]1
**Calculated total energy**: -8225.8653 eV
**Charge**: 0
**Energy relative to the best compared isomer or geometry (same formula, charge and spin)**: 83.7 kcal/mol
**HOMO**: -8.85 eV
**Frontier orbital gap**: 9.5 eV

---

# 3
Molecular formula: C5H4N2
Method: DFT, ωB97M-V with the def2-TZVPD basis set

Last column: natural (NBO) charge in e.
Element x y z (Å)
C1 -2.448 -0.197 -1.209  -0.20
C2 -1.401 -0.226 -0.620  -0.03
C3 -0.167 -0.163 0.067  -0.25
C4 0.381 0.966 0.582  0.00
N1 1.711 0.721 0.939  -0.41
N2 1.925 -0.655 0.807  -0.25
C5 0.834 -1.163 0.302  0.04
H1 -3.407 -0.215 -1.668  0.24
H2 -0.007 1.952 0.772  0.23
H3 1.816 1.199 -0.039  0.41
H4 0.761 -2.219 0.066  0.22

Values from the calculation:
**E_LUMO**: 0.74 eV
**Multiplicity**: 1
**SMILES**: C#Cc1cn[nH]c1
**Calculated total energy**: -8225.8653 eV
**Charge**: 0
**Energy relative to the best compared isomer or geometry (same formula, charge and spin)**: 83.7 kcal/mol
**HOMO**: -9.31 eV
**Frontier orbital gap**: 10.1 eV

---

# 4
Molecular formula: C5H4N2
Method: DFT, ωB97M-V with the def2-TZVPD basis set

Last column: natural (NBO) charge in e.
Element x y z (Å)
C1 2.789 -0.220 -0.023  -0.15
C2 1.587 -0.153 -0.015  -0.07
C3 0.161 -0.094 -0.009  0.10
C4 -0.781 -1.071 0.219  -0.34
C5 -2.075 -0.513 -0.031  -0.12
N1 -1.845 0.824 -0.358  -0.38
N2 -0.502 1.062 -0.269  -0.35
H1 3.855 -0.289 -0.030  0.24
H2 -0.564 -2.093 0.500  0.23
H3 -2.512 0.606 0.596  0.42
H4 -0.112 1.940 -0.579  0.42

Values from the calculation:
**E_LUMO**: 0.45 eV
**Multiplicity**: 1
**Calculated total energy**: -8224.1551 eV
**Charge**: 0
**Energy relative to the best compared isomer or geometry (same formula, charge and spin)**: 123.1 kcal/mol
**HOMO**: -8.84 eV
**Frontier orbital gap**: 9.3 eV

---

# 5
Molecular formula: C5H4N2
Method: DFT, ωB97M-V with the def2-TZVPD basis set

Last column: natural (NBO) charge in e.
Element x y z (Å)
C1 2.858 -1.219 0.129  -0.20
C2 1.747 -0.910 0.473  -0.04
C3 -0.084 0.604 0.335  0.18
C4 0.508 -0.385 0.957  -0.34
N1 -2.433 -0.094 -0.468  -0.32
N2 -1.932 0.846 -1.110  -0.13
C5 -0.797 1.398 -0.421  -0.19
H1 3.851 -1.478 -0.159  0.24
H2 0.095 -0.762 1.890  0.26
H3 -3.219 -0.449 -1.027  0.32
H4 -0.593 2.449 -0.599  0.23

Values from the calculation:
**E_LUMO**: 0.11 eV
**Multiplicity**: 1
**SMILES**: [H]/N=N/C=C=CC#C
**Calculated total energy**: -8224.5860 eV
**Charge**: 0
**Energy relative to the best compared isomer or geometry (same formula, charge and spin)**: 113.2 kcal/mol
**HOMO**: -9.25 eV
**Frontier orbital gap**: 9.4 eV

---

# 6
Molecular formula: C5H4N2
Method: DFT, ωB97M-V with the def2-TZVPD basis set

Last column: natural (NBO) charge in e.
Element x y z (Å)
C1 2.810 0.214 -0.042  -0.22
C2 1.637 0.297 0.220  -0.01
C3 0.241 0.145 0.253  0.02
C4 -0.491 -0.961 -0.133  -0.29
C5 -1.817 -0.498 -0.121  -0.06
N1 -1.901 0.778 0.241  -0.24
N2 -0.639 1.149 0.452  -0.30
H1 3.380 -0.243 -0.806  0.24
H2 -0.097 -1.928 -0.415  0.24
H3 -2.715 -1.047 -0.365  0.21
H4 -0.409 2.094 0.717  0.41

Values from the calculation:
**E_LUMO**: 0.64 eV
**Multiplicity**: 1
**SMILES**: C#Cc1ccn[nH]1
**Calculated total energy**: -8226.9847 eV
**Charge**: 0
**Energy relative to the best compared isomer or geometry (same formula, charge and spin)**: 57.9 kcal/mol
**HOMO**: -9.10 eV
**Frontier orbital gap**: 9.7 eV

---

# 7
Molecular formula: C5H4N2O
Method: DFT, ωB97M-V with the def2-TZVPD basis set

Last column: natural (NBO) charge in e.
Element x y z (Å)
C1 1.699 -0.509 -0.096  0.70
C2 1.413 0.962 -0.008  -0.53
C3 -0.096 0.585 -0.110  0.14
C4 -1.541 0.430 0.050  -0.33
C5 -1.773 -0.839 0.185  -0.05
H1 2.058 1.782 -0.790  0.27
H2 1.504 1.532 1.058  0.27
H3 -2.396 1.199 -0.124  0.25
H4 -2.858 -1.280 0.092  0.21
N1 -0.809 -1.720 -0.112  -0.23
N2 0.176 -0.804 -0.280  -0.22
O1 2.624 -1.337 0.134  -0.48

Values from the calculation:
**E_LUMO**: -0.03 eV
**Multiplicity**: 1
**SMILES**: O=C1Cc2ccnn21
**Calculated total energy**: -10272.6783 eV
**Charge**: 0
**Energy relative to the best compared isomer or geometry (same formula, charge and spin)**: 94.2 kcal/mol
**HOMO**: -9.49 eV
**Frontier orbital gap**: 9.5 eV

---

# 8
Molecular formula: C5H4N2O
Method: DFT, ωB97M-V with the def2-TZVPD basis set

Last column: natural (NBO) charge in e.
Element x y z (Å)
C1 -0.106 0.946 -0.109  0.65
C2 1.204 0.316 -0.630  -0.64
C3 1.894 -0.821 0.010  0.25
C4 -1.298 0.142 0.846  -0.59
C5 -1.962 -0.974 0.140  0.26
H1 1.886 0.955 -1.109  0.29
H2 0.835 -0.039 -1.731  0.29
H3 -1.919 0.811 1.384  0.27
H4 -0.682 -0.256 1.605  0.25
N1 2.938 -1.401 0.386  -0.25
N2 -2.492 -1.762 -0.669  -0.31
O1 -0.296 2.084 -0.124  -0.48

Values from the calculation:
**E_LUMO**: 0.08 eV
**Multiplicity**: 1
**SMILES**: N#CCC(=O)CC#N
**Calculated total energy**: -10273.7189 eV
**Charge**: 0
**Energy relative to the best compared isomer or geometry (same formula, charge and spin)**: 70.2 kcal/mol
**HOMO**: -10.55 eV
**Frontier orbital gap**: 10.6 eV

---

# 9
Molecular formula: C5H4N2O3
Method: DFT, ωB97M-V with the def2-TZVPD basis set

Last column: natural (NBO) charge in e.
Element x y z (Å)
C1 -0.616 -0.612 -1.753  -0.27
C2 -1.794 0.168 -1.514  -0.25
C3 0.157 -0.542 -0.648  -0.02
C4 -1.709 0.685 -0.273  -0.06
C5 -0.051 0.573 1.488  0.70
N1 -0.494 0.257 0.292  -0.47
N2 2.722 -0.305 1.655  0.48
O1 -0.344 1.152 2.470  -0.46
O2 3.456 0.443 2.244  -0.28
O3 2.942 -1.318 1.037  -0.32
H1 -0.405 -1.150 -2.654  0.23
H2 -2.603 0.314 -2.203  0.23
H3 1.105 -0.987 -0.425  0.24
H4 -2.366 1.322 0.284  0.23

Values from the calculation:
**E_LUMO (spin up / spin down)**: -0.03 / -1.68 eV
**Multiplicity**: 1
**Calculated total energy**: -14366.8425 eV
**Charge**: 0
**Energy relative to the best compared isomer or geometry (same formula, charge and spin)**: 110.0 kcal/mol
**HOMO (spin up / spin down)**: -9.58 / -8.24 eV
**Frontier orbital gap (spin up / spin down)**: 9.5 / 6.6 eV